1.
This record from the Open Molecules 2025 dataset describes a single C10H12OSi molecule. The level of theory is ωB97M-V with the def2-TZVPD basis set.

XYZ file:
```
24
Properties=species:S:1:pos:R:3
C 3.771 -0.095 -0.884
C 2.683 0.139 -0.124
C 2.378 1.506 0.421
C 1.616 -0.833 0.054
O 1.506 -1.503 1.029
Si 0.103 -0.978 -1.503
C -1.327 -0.518 -0.458
C -2.332 -1.493 -0.091
C -3.320 -1.099 0.794
C -3.379 0.159 1.353
C -2.507 1.138 0.967
C -1.418 0.748 0.157
H 4.529 0.641 -1.050
H 3.800 -0.974 -1.444
H 2.635 1.532 1.511
H 2.935 2.326 -0.041
H 1.276 1.696 0.407
H 0.325 -2.294 -2.181
H 0.632 0.028 -2.592
H -2.170 -2.489 -0.479
H -3.977 -1.880 0.954
H -4.232 0.473 1.852
H -2.840 2.233 1.300
H -0.687 1.536 0.048
```

Computed properties:
- Highest occupied orbital energy: -8.3 eV
- Max |F|: 0.07245 Eh/bohr
- Energy above the lowest of the compared OMol25 structures with the same formula, charge and spin: 2.038 eV
- E_tot: -20486.8045 eV
- SMILES: C=C(C)C(=O)[SiH2]c1ccccc1
- HOMO-LUMO gap: 8.786 eV

Here are the natural (NBO) charges for atoms 1 to 4, given in e:
1 C -0.384
2 C -0.111
3 C -0.638
4 C 0.348

=====

2.
This record from the Open Molecules 2025 dataset describes C10H13AsBr as an isolated structure. The level of theory is ωB97M-V with the def2-TZVPD basis set.

XYZ file:
```
25
Properties=species:S:1:pos:R:3
C 3.175 -1.962 1.320
C 3.155 -1.087 0.321
C 2.664 -0.171 -0.911
C 1.954 1.211 -0.491
C 0.925 1.132 0.745
As -1.025 0.943 0.235
Br -1.549 2.750 1.746
C -0.678 -0.632 -0.987
C -0.564 -1.666 -1.802
C -3.013 0.683 -0.100
C -3.418 -0.803 0.434
C -3.688 -2.061 0.775
H 3.052 -2.559 2.306
H 3.638 0.120 -1.489
H 2.052 -0.804 -1.670
H 2.762 2.025 -0.266
H 1.372 1.630 -1.416
H 1.008 2.154 1.306
H 1.151 0.327 1.533
H -0.929 1.991 -0.908
H -1.184 -0.026 1.466
H -0.414 -2.313 -2.754
H -3.685 1.412 0.517
H -3.230 0.780 -1.226
H -3.531 -3.073 1.318
```

Computed properties:
- Highest occupied orbital energy: -4.6 eV
- Max |F|: 0.16179 Eh/bohr
- Energy above the lowest of the compared OMol25 structures with the same formula, charge and spin: 0.000 eV
- Charge: -1
- E_tot: -141451.4923 eV
- HOMO-LUMO gap: 8.024 eV

Here are the natural (NBO) charges for atoms 1 to 4, given in e:
1 C -0.333
2 C -0.002
3 C -0.468
4 C -0.416

=====

3.
This record from the Open Molecules 2025 dataset describes an isolated ion of composition C10H13BrNO2 and charge +1. The level of theory is ωB97M-V with the def2-TZVPD basis set.

XYZ file:
```
27
Properties=species:S:1:pos:R:3
C -2.807 1.139 -1.098
O -1.930 0.783 -0.099
C -0.638 0.817 -0.485
C 0.023 -0.373 -0.142
O -0.531 -1.591 -0.231
C 0.486 -2.511 -0.085
C 0.064 -3.934 -0.175
C 1.665 -1.897 0.141
C 1.387 -0.479 0.047
C 2.189 0.723 0.086
Br 4.021 0.480 -0.002
C 1.588 1.908 0.068
N 0.177 2.052 0.214
C -0.089 2.037 1.715
H -2.564 0.610 -1.984
H -2.770 2.224 -1.214
H -3.800 0.769 -0.634
H -0.581 1.150 -1.520
H -0.384 -4.157 -1.168
H 0.879 -4.647 -0.021
H -0.629 -4.217 0.593
H 2.654 -2.465 0.224
H 2.265 2.775 0.039
H -0.250 2.889 -0.247
H 0.296 1.108 2.087
H 0.461 2.788 2.034
H -1.182 2.018 1.856
```

Computed properties:
- Highest occupied orbital energy: -12.2 eV
- Max |F|: 0.09999 Eh/bohr
- Energy above the lowest of the compared OMol25 structures with the same formula, charge and spin: 1.535 eV
- Charge: +1
- E_tot: -86199.2118 eV
- SMILES: CO[C@@H]1c2oc(C)cc2C(Br)=C[N@@H+]1C
- HOMO-LUMO gap: 8.664 eV

Here are the natural (NBO) charges for atoms 1 to 4, given in e:
1 C -0.257
2 O -0.496
3 C 0.283
4 C 0.196

=====

4.
This record from the Open Molecules 2025 dataset describes a 2-piece molecular cluster, C10H13BrNOS overall. The level of theory is ωB97M-V with the def2-TZVPD basis set.

XYZ file:
```
27
Properties=species:S:1:pos:R:3
C -2.269 -1.795 1.763
C -1.186 -1.982 0.901
C -3.327 -1.045 1.388
C -2.149 -0.379 -0.560
C -1.061 -1.201 -0.245
C -3.296 -0.331 0.210
C 0.969 1.092 0.557
C 1.224 -2.188 -0.831
C 1.157 3.871 -0.051
C 0.131 -1.265 -1.099
N 0.268 -0.477 -2.097
O 1.581 1.427 1.739
S 0.492 2.238 -0.493
Br -4.727 0.766 -0.288
H -2.166 -2.394 2.756
H -0.330 -2.575 1.235
H -4.190 -1.292 1.974
H -1.963 0.301 -1.459
H 1.424 -2.517 0.226
H 2.203 -1.790 -1.049
H 1.218 -3.157 -1.515
H 0.979 4.051 1.033
H 0.634 4.528 -0.750
H 2.080 3.989 -0.537
H 1.153 -0.547 -2.621
H 1.489 0.752 2.327
H -0.473 0.113 -2.335
```

Computed properties:
- Highest occupied orbital energy: -11.9 eV
- Max |F|: 0.11470 Eh/bohr
- Energy above the lowest of the compared OMol25 structures with the same formula, charge and spin: 1.729 eV
- Charge: +1
- E_tot: -94986.5685 eV
- HOMO-LUMO gap: 7.434 eV

Here are the natural (NBO) charges for atoms 1 to 4, given in e:
1 C -0.187
2 C -0.130
3 C -0.191
4 C -0.158

=====

5.
This record from the Open Molecules 2025 dataset describes a 2-piece molecular cluster, C10H13BrSi overall. The level of theory is ωB97M-V with the def2-TZVPD basis set.

XYZ file:
```
25
Properties=species:S:1:pos:R:3
C 4.332 -0.069 0.448
C 3.962 -0.683 -0.728
C 3.363 0.560 1.260
C 2.635 -0.800 -1.043
C 1.983 0.385 0.915
C 1.661 -0.287 -0.250
C -1.488 0.666 0.254
C -2.768 0.426 0.065
C -3.797 1.107 0.927
C -3.230 -0.605 -0.869
Si -0.150 -0.070 -0.856
Br -0.916 -3.112 0.092
H 5.321 -0.249 0.733
H 4.709 -1.116 -1.498
H 3.754 1.210 2.004
H 2.281 -1.338 -1.911
H 1.268 0.849 1.550
H -1.126 1.599 0.694
H -3.164 1.983 1.417
H -4.701 1.577 0.497
H -4.023 0.361 1.705
H -3.222 -1.587 -0.275
H -2.476 -0.767 -1.593
H -4.196 -0.376 -1.232
H -0.012 0.336 -2.305
```

Computed properties:
- Highest occupied orbital energy (spin up / spin down): -8.5 / -8.5 eV
- Max |F|: 0.06539 Eh/bohr
- Energy above the lowest of the compared OMol25 structures with the same formula, charge and spin: 2.936 eV
- E_tot: -88498.5596 eV
- HOMO-LUMO gap (spin up / spin down): 7.206 / 7.205 eV

Here are the natural (NBO) charges for atoms 1 to 4, given in e:
1 C -0.193
2 C -0.197
3 C -0.199
4 C -0.195

=====

6.
This record from the Open Molecules 2025 dataset describes a 2-piece molecular cluster, C10H13BrSi overall. The level of theory is ωB97M-V with the def2-TZVPD basis set.

XYZ file:
```
25
Properties=species:S:1:pos:R:3
C -1.408 3.274 0.762
C -2.126 2.165 1.105
C -0.362 3.184 -0.140
C -2.007 1.019 0.342
C -0.082 1.951 -0.743
C -0.943 0.865 -0.572
C 2.410 -0.225 1.119
C 1.618 -1.295 1.340
C 1.345 -4.020 -1.546
C -0.700 -0.525 -1.131
Si 0.174 -1.718 0.179
Br -1.311 -2.614 1.531
H -1.771 4.159 1.313
H -2.886 2.275 1.790
H 0.118 4.081 -0.329
H -2.760 0.363 0.572
H 0.699 1.854 -1.383
H 3.159 0.189 1.719
H 2.531 0.353 0.221
H 1.756 -1.811 2.190
H 0.499 -4.344 -2.244
H 2.105 -3.564 -2.111
H 1.589 -4.434 -0.640
H -1.674 -0.809 -1.334
H 0.027 -0.373 -2.009
```

Computed properties:
- Highest occupied orbital energy (spin up / spin down): -7.1 / -8.1 eV
- Max |F|: 0.10091 Eh/bohr
- Energy above the lowest of the compared OMol25 structures with the same formula, charge and spin: 4.151 eV
- E_tot: -88497.3442 eV
- HOMO-LUMO gap (spin up / spin down): 7.173 / 7.858 eV

Here are the natural (NBO) charges for atoms 1 to 4, given in e:
1 C -0.215
2 C -0.190
3 C -0.202
4 C -0.225

=====

7.
This record from the Open Molecules 2025 dataset describes C10H13EuF6NO4S2 as an isolated structure. The level of theory is ωB97M-V with the def2-TZVPD basis set.

XYZ file:
```
37
Properties=species:S:1:pos:R:3
C 0.293 1.901 -2.151
C -1.501 -0.899 -1.866
C 1.191 0.769 -1.807
H 0.685 2.445 -3.029
C -0.472 -1.708 -1.541
H -2.467 -1.031 -1.350
H 2.009 0.995 -1.103
H -0.600 -2.440 -0.730
C 1.415 -0.380 -2.706
H 2.512 -0.493 -2.802
H 1.035 -0.166 -3.715
C -1.206 1.599 -2.452
H -1.509 2.297 -3.245
H -1.857 1.864 -1.587
C -1.519 0.168 -2.940
H -0.880 -0.082 -3.799
H -2.552 0.211 -3.329
C 0.861 -1.757 -2.228
H 0.836 -2.423 -3.110
H 1.587 -2.209 -1.531
Eu -0.446 0.750 0.108
H 0.345 2.645 -1.319
F -2.119 -3.207 2.776
C -1.021 -2.651 3.340
F -0.929 -3.063 4.619
F 0.063 -3.076 2.651
S -1.153 -0.805 3.170
O -1.501 -0.698 1.734
O -2.064 -0.265 4.140
N 0.398 -0.374 3.426
S 0.870 0.917 2.647
O 1.698 0.575 1.468
O -0.250 1.829 2.267
C 1.884 1.978 3.800
F 1.303 2.061 5.016
F 3.141 1.514 3.942
F 1.920 3.209 3.234
```

Computed properties:
- Highest occupied orbital energy (spin up / spin down): -5.9 / -5.9 eV
- Spin multiplicity: 8
- Max |F|: 0.04559 Eh/bohr
- E_tot: -77561.9546 eV
- HOMO-LUMO gap (spin up / spin down): 5.902 / 5.934 eV

Here are the Mulliken charges for atoms 1 to 4, given in e:
1 C -0.836
2 C -0.447
3 C -0.529
4 H 0.406

=====

8.
This record from the Open Molecules 2025 dataset describes C10H13EuFN2O4S as an isolated structure. The level of theory is ωB97M-V with the def2-TZVPD basis set.

XYZ file:
```
32
Properties=species:S:1:pos:R:3
C 3.160 -2.786 0.996
C 2.272 -1.971 0.440
C 0.955 -1.180 -0.109
C 1.518 0.108 -0.911
F 1.984 -0.396 -2.211
C 2.701 0.908 -0.161
C 2.386 2.518 -0.259
C 0.101 -0.757 1.195
C -1.337 -0.087 0.889
N -1.268 1.414 0.608
C -2.078 1.998 1.492
O -2.825 2.345 2.460
C -2.213 -0.831 -0.252
N -3.330 0.024 -0.795
S -1.154 -1.489 -1.629
O -0.982 -0.508 -2.785
O -1.923 -2.678 -2.217
O 0.282 -2.106 -1.020
H 3.826 -3.244 1.831
H 0.628 0.816 -1.114
H 2.800 0.682 0.964
H 3.685 0.757 -0.756
H 2.171 2.864 -1.334
H 3.255 3.104 0.243
H 1.462 2.693 0.419
H 0.748 0.003 1.801
H -0.057 -1.654 1.926
H -1.955 -0.176 1.879
H -2.709 -1.759 0.256
H -3.890 0.459 -0.032
H -2.910 0.744 -1.433
Eu -5.303 0.182 -0.381
```

Computed properties:
- Highest occupied orbital energy (spin up / spin down): -14.9 / -14.9 eV
- Spin multiplicity: 8
- Max |F|: 0.29207 Eh/bohr
- Charge: +2
- E_tot: -54601.6014 eV
- HOMO-LUMO gap (spin up / spin down): 4.721 / 4.918 eV

Here are the Mulliken charges for atoms 1 to 4, given in e:
1 C -0.517
2 C -0.872
3 C 1.200
4 C 0.212

=====

9.
This record from the Open Molecules 2025 dataset describes C10H13LiN5O7 as an isolated structure. The level of theory is ωB97M-V with the def2-TZVPD basis set.

XYZ file:
```
36
Properties=species:S:1:pos:R:3
Li -1.547 -0.836 -1.606
O -4.221 1.265 4.556
N -3.038 1.009 4.639
O -2.386 0.995 5.658
C -2.372 0.579 3.410
C -1.035 0.237 3.454
C -0.389 -0.162 2.290
C -1.083 -0.283 1.059
O -0.595 -0.731 -0.021
C -2.444 0.154 1.099
C -3.111 0.554 2.217
N -3.000 0.083 -0.235
O -3.569 -0.938 -0.577
O -2.649 0.946 -1.017
N 1.034 -0.439 2.328
O 1.546 -0.610 3.408
O 1.652 -0.523 1.264
H -0.490 0.295 4.385
H -4.150 0.854 2.212
N 2.926 -0.001 -1.604
C 2.831 -1.172 -2.547
C 1.418 -1.218 -3.175
N 0.454 -0.647 -2.262
C 0.670 0.792 -2.064
C 2.153 1.165 -2.120
H 3.906 0.249 -1.470
H 2.557 -0.259 -0.676
H 3.024 -2.067 -1.958
H 3.616 -1.066 -3.295
H 1.170 -2.260 -3.376
H 1.378 -0.691 -4.129
H 0.480 -1.078 -1.339
H 0.271 1.038 -1.080
H 0.118 1.372 -2.806
H 2.367 2.030 -1.494
H 2.509 1.366 -3.130
```

Computed properties:
- Highest occupied orbital energy: -12.0 eV
- Max |F|: 0.01714 Eh/bohr
- Energy above the lowest of the compared OMol25 structures with the same formula, charge and spin: 0.361 eV
- Charge: +1
- E_tot: -32555.4265 eV
- HOMO-LUMO gap: 8.054 eV

Here are the natural (NBO) charges for atoms 1 to 4, given in e:
1 Li 0.919
2 O -0.365
3 N 0.535
4 O -0.354